(1)
{
  "formula": "C42H40F5IrN3OSi2",
  "method": "ωB97M-V/def2-TZVPD",
  "species": ["Ir", "C", "Si", "C", "C", "C", "C", "C", "C", "C", "C", "N", "Si", "C", "C", "C", "H", "H", "H", "H", "H", "H", "H", "H", "H", "H", "H", "H", "H", "H", "H", "H", "H", "H", "H", "H", "H", "H", "C", "C", "C", "C", "N", "C", "C", "C", "C", "C", "C", "C", "H", "H", "H", "H", "H", "H", "H", "H", "N", "C", "C", "C", "C", "C", "C", "C", "C", "C", "C", "C", "C", "C", "H", "H", "H", "H", "H", "H", "H", "H", "H", "H", "F", "C", "C", "F", "C", "F", "C", "O", "C", "F", "C", "F"],
  "xyz": [[0.336, 0.042, 0.002], [0.557, -4.023, -1.183], [-0.039, -3.349, 0.468], [-1.055, -4.775, 1.209], [1.234, -3.149, 1.855], [-1.004, -1.739, 0.281], [-1.168, -1.329, 1.688], [-2.062, -1.784, 2.663], [-1.987, -1.256, 3.938], [-1.037, -0.279, 4.234], [-0.186, 0.132, 3.226], [-0.256, -0.405, 2.014], [-2.485, -1.824, -0.872], [-2.026, -1.500, -2.664], [-3.291, -3.541, -0.958], [-3.885, -0.703, -0.337], [1.379, -4.731, -1.049], [0.890, -3.246, -1.869], [-0.271, -4.562, -1.653], [-0.404, -5.652, 1.299], [-1.917, -5.063, 0.614], [-1.406, -4.529, 2.214], [2.063, -3.857, 1.772], [0.716, -3.348, 2.798], [1.639, -2.142, 1.921], [-2.797, -2.534, 2.401], [-2.673, -1.595, 4.705], [-0.969, 0.163, 5.218], [0.564, 0.902, 3.360], [-1.592, -2.390, -3.127], [-1.306, -0.689, -2.747], [-2.916, -1.220, -3.234], [-2.601, -4.321, -1.283], [-4.117, -3.514, -1.676], [-3.702, -3.837, 0.012], [-3.799, 0.272, -0.813], [-3.879, -0.525, 0.739], [-4.846, -1.148, -0.609], [-0.643, 2.402, -3.395], [0.072, 1.809, -4.430], [0.823, 0.688, -4.151], [0.847, 0.179, -2.854], [0.122, 0.748, -1.857], [-0.600, 1.852, -2.135], [1.743, -0.853, -2.358], [2.600, -1.591, -3.180], [3.599, -2.356, -2.619], [3.770, -2.319, -1.234], [2.897, -1.621, -0.422], [1.787, -0.934, -0.942], [-1.230, 3.297, -3.551], [0.060, 2.228, -5.427], [1.424, 0.216, -4.915], [-1.163, 2.253, -1.305], [2.492, -1.549, -4.258], [4.266, -2.936, -3.244], [4.600, -2.853, -0.783], [3.090, -1.593, 0.640], [1.833, 1.176, 0.722], [2.914, 1.802, 0.621], [3.942, 1.683, 1.724], [5.297, 1.911, 1.488], [6.237, 1.737, 2.496], [5.836, 1.339, 3.762], [4.488, 1.103, 4.006], [3.556, 1.268, 2.996], [3.257, 2.768, -0.489], [3.067, 2.428, -1.823], [3.295, 3.347, -2.836], [3.713, 4.635, -2.527], [3.909, 4.987, -1.199], [3.692, 4.059, -0.191], [5.622, 2.213, 0.500], [7.286, 1.912, 2.288], [6.566, 1.210, 4.552], [4.163, 0.784, 4.990], [2.507, 1.070, 3.166], [2.753, 1.423, -2.057], [3.144, 3.055, -3.868], [3.882, 5.359, -3.315], [4.230, 5.991, -0.945], [3.839, 4.343, 0.845], [-3.206, 5.203, 4.051], [-2.827, 4.262, 3.165], [-3.759, 3.584, 2.402], [-5.062, 3.891, 2.527], [-3.369, 2.605, 1.512], [-4.338, 2.040, 0.770], [-2.024, 2.195, 1.328], [-1.710, 1.243, 0.517], [-1.110, 2.973, 2.078], [0.212, 2.788, 1.916], [-1.495, 3.950, 2.979], [-0.558, 4.612, 3.677]],
  "atomic_forces_ev_per_a": [[-1.2, 0.8, 0.1], [0.1, 0.0, 0.0], [0.0, -0.1, 0.0], [-0.1, 0.1, 0.0], [0.1, 0.1, -0.1], [0.1, 0.1, -0.5], [-0.7, -0.2, 0.3], [-0.1, 0.1, -0.1], [0.0, 0.0, 0.0], [0.0, 0.0, 0.0], [0.1, 0.0, 0.0], [0.7, -0.6, -0.1], [-0.1, -0.3, 0.3], [0.1, 0.1, 0.0], [0.0, 0.0, 0.1], [0.0, 0.0, -0.1], [0.0, 0.0, 0.0], [0.0, 0.0, 0.0], [0.0, 0.0, 0.0], [0.0, 0.0, 0.0], [0.0, -0.1, 0.0], [0.0, 0.0, 0.0], [0.0, 0.0, 0.0], [0.0, 0.0, 0.0], [0.0, 0.0, 0.0], [0.0, 0.0, 0.0], [0.0, 0.0, 0.0], [0.0, 0.0, 0.0], [-0.1, -0.1, 0.0], [0.0, 0.0, 0.0], [-0.3, -0.2, -0.1], [0.0, -0.1, 0.0], [0.0, 0.0, 0.0], [0.0, 0.1, 0.0], [0.0, 0.0, 0.0], [0.0, 0.0, 0.0], [0.0, 0.0, 0.0], [0.0, 0.0, 0.0], [-0.1, 0.0, -0.1], [0.0, 0.0, 0.1], [-0.1, 0.0, 0.0], [0.1, 0.0, 0.2], [0.6, 0.2, -0.6], [0.0, -0.2, 0.2], [-0.1, 0.0, 0.1], [0.0, 0.2, 0.1], [0.0, 0.0, 0.0], [0.1, -0.1, -0.1], [-0.2, 0.1, 0.1], [0.3, -0.3, -0.1], [0.0, 0.0, 0.0], [0.0, 0.0, 0.0], [0.0, 0.0, 0.0], [0.1, 0.0, 0.0], [0.0, 0.0, 0.0], [0.0, 0.0, 0.0], [0.0, 0.0, 0.0], [-0.1, 0.0, 0.0], [0.6, -0.2, 0.3], [-0.3, 0.3, -0.1], [0.1, 0.1, -0.1], [0.0, 0.0, 0.0], [0.0, 0.0, 0.0], [0.0, 0.0, 0.0], [0.0, 0.0, 0.0], [0.0, 0.0, 0.0], [0.0, 0.0, 0.0], [0.1, 0.0, 0.0], [0.0, 0.0, 0.0], [0.0, 0.0, 0.0], [0.0, 0.0, 0.0], [-0.1, 0.0, 0.0], [0.0, 0.0, 0.0], [0.0, 0.0, 0.0], [0.0, 0.0, 0.0], [0.0, 0.0, 0.0], [0.0, 0.0, 0.0], [0.0, 0.0, 0.0], [0.0, 0.0, 0.0], [0.0, 0.0, 0.0], [0.0, 0.0, 0.0], [0.0, 0.0, 0.0], [0.0, 0.0, 0.0], [0.0, 0.0, 0.0], [0.0, 0.0, 0.0], [0.0, 0.0, 0.0], [0.0, 0.0, 0.1], [0.0, -0.1, 0.0], [0.1, 0.1, 0.0], [0.5, 0.1, -0.1], [0.1, 0.1, 0.1], [-0.2, 0.0, 0.1], [-0.1, 0.0, -0.1], [0.0, 0.0, 0.0]],
  "homo_energy_ha": -0.152,
  "spin_multiplicity": 1,
  "gap_ev": 6.665,
  "de_lowest_ev": 1.493,
  "total_charge": -1,
  "molar_mass_da": 946.181
}

=====

(2)
{
  "formula": "C42H40F9N4O5P2S3TeV",
  "method": "ωB97M-V/def2-TZVPD",
  "species": ["V", "N", "S", "N", "S", "N", "S", "N", "C", "C", "C", "C", "C", "C", "C", "C", "C", "C", "C", "C", "C", "C", "C", "C", "C", "C", "C", "C", "C", "C", "C", "C", "C", "C", "C", "C", "C", "C", "C", "C", "C", "C", "C", "C", "H", "H", "H", "H", "H", "H", "H", "H", "H", "H", "H", "H", "H", "H", "H", "H", "H", "H", "H", "H", "H", "H", "H", "H", "H", "H", "H", "H", "H", "H", "C", "C", "O", "P", "O", "Te", "O", "C", "C", "H", "H", "H", "H", "H", "H", "H", "H", "H", "H", "F", "C", "F", "F", "C", "O", "O", "F", "P", "F", "F", "F", "F", "F"],
  "xyz": [[1.949, 1.333, -1.285], [0.441, -1.916, -0.462], [-0.951, -2.337, -0.087], [-2.022, -1.278, 0.057], [-1.539, 0.231, 0.805], [-1.000, 2.175, 1.747], [0.160, 2.779, 1.066], [1.282, 1.782, 0.400], [-0.320, 3.878, -0.272], [-0.789, 3.314, -1.449], [-1.331, 4.125, -2.432], [-1.426, 5.494, -2.232], [-0.989, 6.049, -1.038], [-0.442, 5.246, -0.049], [1.103, 3.851, 2.128], [2.263, 4.454, 1.665], [2.979, 5.263, 2.530], [2.530, 5.456, 3.833], [1.365, 4.846, 4.275], [0.638, 4.033, 3.415], [-2.860, 1.135, -0.018], [-3.613, 2.073, 0.673], [-4.570, 2.798, -0.017], [-4.751, 2.605, -1.381], [-3.979, 1.674, -2.058], [-3.030, 0.922, -1.377], [-2.200, -0.188, 2.424], [-3.477, -0.721, 2.518], [-3.938, -1.147, 3.753], [-3.117, -1.059, 4.870], [-1.836, -0.537, 4.753], [-1.369, -0.088, 3.526], [-0.786, -3.298, 1.400], [0.199, -2.914, 2.298], [0.260, -3.555, 3.527], [-0.643, -4.561, 3.837], [-1.624, -4.931, 2.926], [-1.707, -4.292, 1.699], [-1.588, -3.470, -1.283], [-2.838, -3.263, -1.842], [-3.289, -4.159, -2.800], [-2.498, -5.235, -3.175], [-1.246, -5.425, -2.603], [-0.779, -4.536, -1.651], [-0.745, 2.243, -1.599], [-1.684, 3.680, -3.354], [-1.847, 6.127, -3.002], [-1.074, 7.115, -0.871], [-0.117, 5.686, 0.882], [2.607, 4.286, 0.654], [3.891, 5.735, 2.190], [3.096, 6.084, 4.508], [1.024, 4.998, 5.290], [-0.269, 3.528, 3.720], [-3.434, 2.243, 1.724], [-5.168, 3.527, 0.514], [-5.491, 3.187, -1.916], [-4.104, 1.527, -3.123], [-2.416, 0.209, -1.908], [-4.097, -0.806, 1.636], [-4.937, -1.552, 3.841], [-3.478, -1.399, 5.832], [-1.193, -0.473, 5.621], [-0.375, 0.327, 3.414], [0.893, -2.117, 2.049], [1.016, -3.261, 4.243], [-0.587, -5.058, 4.797], [-2.328, -5.715, 3.172], [-2.476, -4.565, 0.987], [-3.423, -2.408, -1.534], [-4.258, -4.013, -3.256], [-2.856, -5.929, -3.924], [-0.632, -6.263, -2.905], [0.199, -4.663, -1.203], [3.270, -4.556, -2.774], [2.964, -3.116, -3.115], [1.792, -2.663, -2.411], [1.898, -1.909, -1.032], [2.512, -0.554, -1.233], [2.349, 0.716, 1.923], [2.817, -2.768, -0.090], [4.162, -2.379, 0.291], [4.418, -2.923, 1.673], [4.146, -4.885, -3.334], [2.431, -5.197, -3.048], [3.470, -4.678, -1.709], [2.724, -3.004, -4.171], [3.804, -2.453, -2.895], [4.225, -1.291, 0.275], [4.852, -2.799, -0.445], [3.737, -2.459, 2.387], [5.442, -2.697, 1.972], [4.277, -4.004, 1.701], [2.125, -0.197, -4.241], [0.927, 0.362, -4.504], [0.466, -0.170, -5.631], [1.136, 1.673, -4.711], [-0.047, 0.149, -3.315], [-1.070, -0.472, -3.496], [0.335, 0.682, -2.211], [2.160, 3.342, -1.946], [3.861, 3.309, -2.159], [3.879, 2.601, -0.679], [3.660, 3.853, -3.620], [3.963, 4.744, -1.516], [5.408, 3.112, -2.326], [3.551, 1.739, -2.699]],
  "atomic_forces_ev_per_a": [[0.0, -0.3, 0.7], [0.0, 0.2, 0.2], [0.2, -0.3, -0.2], [-0.2, 0.3, 0.1], [-0.1, -0.3, 0.0], [0.2, 0.0, 0.1], [-0.3, -0.1, -0.2], [0.0, 0.2, 0.0], [0.0, 0.1, 0.1], [-0.1, 0.0, 0.1], [0.0, 0.0, 0.0], [0.0, 0.0, 0.0], [0.0, 0.0, 0.0], [0.1, -0.1, -0.1], [0.0, 0.0, 0.0], [0.0, 0.0, 0.0], [0.0, 0.0, 0.0], [0.0, 0.0, 0.0], [0.0, 0.0, 0.0], [0.0, 0.0, 0.0], [-0.1, 0.1, 0.0], [0.0, -0.1, 0.0], [0.0, 0.0, 0.0], [0.0, 0.0, 0.0], [0.0, 0.0, 0.0], [-0.1, 0.0, 0.1], [0.0, 0.0, -0.1], [0.0, 0.0, 0.0], [0.0, 0.0, 0.0], [0.0, 0.0, 0.0], [0.0, 0.0, 0.0], [0.0, 0.0, 0.0], [0.0, 0.0, 0.0], [0.0, -0.1, 0.0], [0.0, 0.0, 0.0], [0.0, 0.0, 0.0], [0.0, 0.0, 0.0], [0.0, 0.0, 0.0], [-0.1, 0.0, 0.0], [0.1, 0.0, 0.0], [0.0, 0.0, 0.0], [0.0, 0.0, 0.0], [0.0, 0.0, 0.0], [0.0, 0.0, 0.0], [0.0, 0.2, 0.0], [0.0, 0.0, 0.0], [0.0, 0.0, 0.0], [0.0, 0.0, 0.0], [0.0, 0.0, 0.0], [0.0, 0.0, 0.0], [0.0, 0.0, 0.0], [0.0, 0.0, 0.0], [0.0, 0.0, 0.0], [0.0, 0.0, 0.0], [0.0, 0.0, 0.0], [0.0, 0.0, 0.0], [0.0, 0.0, 0.0], [0.0, 0.0, 0.0], [0.0, 0.0, 0.0], [0.0, 0.0, 0.0], [0.0, 0.0, 0.0], [0.0, 0.0, 0.0], [0.0, 0.0, 0.0], [0.0, 0.0, 0.0], [0.0, 0.0, 0.0], [0.0, 0.0, 0.0], [0.0, 0.0, 0.0], [0.0, 0.0, 0.0], [0.0, 0.0, 0.0], [0.0, 0.0, 0.0], [0.0, 0.0, 0.0], [0.0, 0.0, 0.0], [0.0, 0.0, 0.0], [0.0, 0.0, 0.0], [0.0, 0.0, 0.0], [0.1, 0.1, -0.1], [-0.1, -0.3, 0.0], [0.0, 0.1, 0.0], [0.2, 0.0, -0.1], [0.0, 0.0, -0.1], [0.0, -0.1, -0.1], [0.0, 0.1, 0.1], [0.0, 0.0, 0.0], [0.0, 0.0, 0.0], [0.0, 0.0, 0.0], [0.0, 0.0, 0.0], [0.0, 0.0, 0.0], [0.0, 0.0, 0.0], [0.0, 0.0, 0.0], [0.0, 0.0, 0.0], [0.0, 0.0, 0.0], [0.0, 0.0, 0.0], [0.0, 0.0, 0.0], [0.0, 0.0, 0.0], [0.0, 0.0, 0.0], [0.0, 0.0, 0.0], [0.0, 0.0, 0.0], [0.0, -0.1, 0.1], [0.0, 0.0, -0.1], [0.2, 0.1, -0.3], [0.0, 0.1, -0.1], [-0.1, 0.1, 0.0], [0.1, 0.0, 0.1], [0.0, 0.0, 0.0], [0.0, 0.0, 0.0], [0.0, 0.0, 0.0], [-0.1, -0.1, -0.1]],
  "homo_energy_ha": [-0.240, -0.241],
  "spin_multiplicity": 3,
  "gap_ev": [6.363, 6.774],
  "de_lowest_ev": 0.000,
  "molar_mass_da": 1188.480
}